# 1
Formula: C19H35Br21O2P2
Source: OMol25
Level of theory: ωB97M-V/def2-TZVPD

CARTESIAN COORDINATES (ANGSTROEM)
C  7.2946  4.6376  -0.7310
C  5.9162  4.9049  -1.3289
C  4.9637  3.6932  -1.5064
C  5.3969  2.3390  -0.9225
P  4.8687  1.7391  0.7550
C  3.0014  1.7986  0.7071
C  2.2841  1.6606  -0.6419
C  0.8739  1.0564  -0.4870
C  -0.2397  1.8642  -1.1408
C  -0.3836  3.2661  -0.5716
O  -1.5451  3.8829  -1.1110
C  -2.2538  4.7119  -0.2069
C  -3.2637  5.5316  -0.9866
P  5.4075  3.3691  2.1414
C  4.2095  4.7454  1.7826
O  4.7358  2.7176  3.5181
H  7.8411  3.8648  -1.2748
H  7.9020  5.5429  -0.7846
H  7.2473  4.3357  0.3158
H  5.4136  5.6644  -0.7261
H  6.0670  5.3668  -2.3069
H  3.9835  3.9446  -1.0999
H  4.7966  3.5550  -2.5772
H  5.0123  1.5425  -1.5651
H  6.4810  2.2196  -0.9531
H  2.6879  0.9796  1.3581
H  2.6545  2.7196  1.1891
H  2.8696  1.0640  -1.3431
H  2.1911  2.6520  -1.0881
H  0.6381  0.9551  0.5771
H  0.8553  0.0438  -0.8969
H  -1.1937  1.3545  -0.9894
H  -0.1137  1.9366  -2.2246
H  0.4835  3.8885  -0.8237
H  -0.4471  3.2185  0.5244
H  -2.7540  4.0913  0.5471
H  -1.5447  5.3572  0.3263
H  -4.1402  5.7579  -0.3790
H  -3.5956  4.9619  -1.8556
H  -2.8386  6.4707  -1.3391
H  3.5737  4.5490  0.9198
H  4.7656  5.6652  1.5988
H  3.5688  4.9271  2.6482
H  3.7818  2.7746  3.5618
C  -4.4202  -0.5724  -0.6617
Br  -6.2337  -0.3532  -1.2659
Br  -3.2064  -0.7197  -2.1368
Br  -3.9042  0.8401  0.5404
H  -4.3729  -1.4941  -0.0996
C  -0.9077  0.4532  3.8269
Br  -1.1333  0.0413  5.6876
Br  0.5262  1.7078  3.5551
Br  -0.6474  -1.1277  2.7690
H  -1.8199  0.9215  3.4845
C  -5.9392  -4.3614  -0.8695
Br  -6.8160  -6.0415  -0.5787
Br  -4.2905  -4.2967  0.1290
Br  -5.6585  -3.9952  -2.7298
H  -6.5777  -3.5785  -0.4822
C  -5.8938  -9.6089  1.0122
Br  -4.3778  -9.6024  -0.1692
Br  -5.7474  -8.2756  2.3836
Br  -7.5370  -9.4259  0.0267
H  -5.9206  -10.5780  1.4907
C  -1.1654  -7.2812  0.3381
Br  -0.2550  -8.9746  0.4428
Br  -1.5200  -6.5631  2.0817
Br  -0.1962  -6.0417  -0.7598
H  -2.1231  -7.4558  -0.1338
C  -2.2209  1.7644  -5.5358
Br  -1.6017  -0.0434  -5.2537
Br  -2.2547  2.7526  -3.8974
Br  -1.1611  2.6415  -6.8801
H  -3.2291  1.6956  -5.9185
C  -1.3083  -10.7056  3.7006
Br  -1.0213  -9.4857  5.1541
Br  -0.5307  -12.4265  4.0466
Br  -3.1744  -10.8404  3.2594
H  -0.8134  -10.2909  2.8345

Summary:
E_HOMO (eV): -8.210
LUMO (eV): -0.2901
Charge: 0


# 2
Formula: C19H35Br2CsGeN4O3S2
Source: OMol25
Level of theory: ωB97M-V/def2-TZVPD

CARTESIAN COORDINATES (ANGSTROEM)
Cs  0.6343  -0.6023  0.0515
C  -3.5649  -1.8783  0.0758
C  -3.0201  -0.5983  -0.5626
C  -2.3745  -0.9286  -1.9125
C  -4.1783  0.3760  -0.7888
O  -2.0370  -0.0845  0.3079
Ge  -1.7208  1.8123  0.6316
O  -0.4567  1.3013  1.9431
C  -0.8403  1.2252  3.3110
C  -1.9870  2.1751  3.6709
C  -1.2641  -0.2080  3.6318
C  0.3843  1.6096  4.1411
O  -0.2460  1.7930  -0.6191
C  0.4475  2.9565  -1.0149
C  1.0906  2.6477  -2.3692
C  1.5461  3.2998  0.0006
C  -0.4896  4.1574  -1.1697
H  -4.2649  -2.3914  -0.5872
H  -4.0733  -1.6427  1.0109
H  -2.7346  -2.5518  0.3124
H  -3.1089  -1.2816  -2.6395
H  -1.6109  -1.7069  -1.7928
H  -1.8884  -0.0342  -2.3087
H  -4.9630  -0.0910  -1.3870
H  -3.8347  1.2676  -1.3163
H  -4.6076  0.6809  0.1659
H  -2.9186  1.8816  3.1833
H  -1.7471  3.1978  3.3761
H  -2.1552  2.1566  4.7489
H  -2.1008  -0.5046  2.9980
H  -1.5538  -0.3065  4.6801
H  -0.4375  -0.8915  3.4303
H  0.6666  2.6414  3.9261
H  1.2283  0.9687  3.8830
H  0.1823  1.5184  5.2100
H  1.7618  1.7866  -2.2699
H  1.6684  3.4938  -2.7465
H  0.3195  2.3973  -3.0994
H  2.3140  2.5177  0.0075
H  1.1265  3.3683  1.0041
H  2.0144  4.2489  -0.2667
H  -1.3177  3.9011  -1.8324
H  0.0426  5.0118  -1.5912
H  -0.9031  4.4562  -0.2056
Br  3.0734  -0.9611  2.7516
C  2.0040  -2.3053  3.6314
Br  0.8219  -3.3120  2.4793
H  1.3898  -1.8015  4.3678
H  2.6841  -3.0142  4.0840
N  4.6699  0.4854  -1.0288
C  4.2181  -0.4203  -1.8947
N  3.1659  -1.1630  -1.6961
C  2.9426  -1.9776  -2.7636
C  3.8606  -1.8551  -3.8029
S  5.0380  -0.6887  -3.4361
C  1.8557  -2.9170  -2.7919
C  1.5431  -3.6676  -3.9236
S  0.2032  -4.6683  -3.6330
C  0.1387  -4.0192  -1.9932
N  1.0533  -3.1335  -1.7148
N  -0.7851  -4.4382  -1.1283
H  4.1352  0.6691  -0.1940
H  5.4514  1.0790  -1.2458
H  3.8945  -2.3982  -4.7321
H  2.0291  -3.6571  -4.8845
H  -1.5445  -5.0267  -1.4260
H  -0.8707  -3.9549  -0.2467

Summary:
E_HOMO (spin up / spin down) (eV): -9.087 / -9.087
LUMO (spin up / spin down) (eV): -3.9917 / -6.7171
⟨S²⟩: 0.79
Energy above the lowest of the compared OMol25 structures with the same formula, charge and spin (kcal per mole): 0.00
Charge: +1
2S+1: 2


# 3
Formula: C19H35Br3F4N3O3
Source: OMol25
Level of theory: ωB97M-V/def2-TZVPD

CARTESIAN COORDINATES (ANGSTROEM)
C  -3.5803  3.1275  1.9057
C  -3.6778  2.5041  0.8976
N  -3.9732  2.0430  -0.3582
C  -2.9400  1.9224  -1.2497
N  -1.7204  2.2436  -1.0345
C  -0.6603  2.0610  -2.0396
C  0.5004  1.2756  -1.4511
C  0.2460  -0.2321  -1.4289
F  -0.7459  -0.5577  -2.2907
Br  1.8571  -1.1593  -2.0079
C  -0.1836  -0.7946  -0.0513
F  -1.4789  -0.4873  0.1556
F  -0.1338  -2.1365  -0.1017
Br  0.9139  -0.2429  1.4169
N  -3.4469  1.3516  -2.4097
C  -4.6625  0.5904  -2.0276
C  -5.8969  1.2608  -2.5841
F  -4.4727  -0.6673  -2.4476
C  -4.5935  0.7025  -0.4702
Br  -6.1915  0.4291  0.5180
H  -3.3927  3.7492  2.7398
H  -1.5046  2.6552  -0.1324
H  -0.2973  3.0497  -2.3021
H  -1.0523  1.6228  -2.9447
H  0.7497  1.6793  -0.4758
H  1.3565  1.4659  -2.0863
H  -3.6024  2.1070  -3.0708
H  -5.7384  1.4938  -3.6339
H  -6.1183  2.1524  -2.0139
H  -6.7485  0.5930  -2.5229
H  -3.8752  -0.0640  -0.1870
C  2.9902  -0.2438  -6.6252
C  3.2994  0.9990  -5.8063
C  4.5667  0.8260  -4.9844
O  2.1961  1.3023  -4.9447
H  2.8308  -1.1048  -5.9695
H  2.0777  -0.1035  -7.2049
H  3.8050  -0.4784  -7.3104
H  3.4095  1.8560  -6.4707
H  4.4553  -0.0026  -4.2789
H  4.7713  1.7245  -4.4014
H  5.4271  0.6222  -5.6220
H  2.0807  0.5568  -4.3483
C  1.0452  2.2098  6.1958
C  0.6166  1.3529  5.0148
C  -0.4574  0.3512  5.4125
O  1.7446  0.6664  4.4717
H  1.4680  1.5857  6.9868
H  1.8166  2.9189  5.8947
H  0.2027  2.7659  6.6090
H  0.2392  1.9954  4.2160
H  -0.0800  -0.3297  6.1789
H  -0.7503  -0.2575  4.5557
H  -1.3432  0.8541  5.8039
H  2.0969  0.0876  5.1556
C  3.4408  -4.3905  2.4771
C  2.2385  -4.1613  3.3797
C  1.2351  -5.2984  3.2692
O  1.6101  -2.9200  3.0488
H  3.1281  -4.4416  1.4300
H  4.1486  -3.5657  2.5655
H  3.9547  -5.3186  2.7291
H  2.5710  -4.0670  4.4140
H  0.8572  -5.3768  2.2459
H  0.3785  -5.1175  3.9192
H  1.6854  -6.2526  3.5445
H  1.3075  -2.9822  2.1369

Summary:
E_HOMO (eV): -11.935
LUMO (eV): -3.4149
Charge: +1


# 4
Formula: C19H35Cl2O7P
Source: OMol25
Level of theory: ωB97M-V/def2-TZVPD

CARTESIAN COORDINATES (ANGSTROEM)
C  3.5206  -3.4719  0.3337
C  3.7754  -2.0760  -0.2397
C  4.8007  -1.2668  0.5855
C  4.2480  0.0801  1.0884
C  4.3663  1.2525  0.0958
C  3.0918  1.6762  -0.6727
C  1.7871  1.5764  0.1005
C  0.5568  2.1182  -0.6394
C  -0.7533  1.7173  0.0684
C  -1.7967  0.8551  -0.6540
C  -2.3060  1.3433  -1.9944
O  -3.3386  0.3843  -2.3197
C  -3.0390  -0.7965  -1.7609
O  -3.7342  -1.7696  -1.8483
C  -1.7234  -0.6789  -0.9065
C  -1.9374  -1.5603  0.3343
C  -0.7399  -1.6321  1.2995
O  -1.1647  -1.3105  2.6338
C  -0.5080  -0.2766  3.2501
C  0.9339  -0.5552  3.5643
O  -1.1007  0.7129  3.5763
P  -0.5068  -1.3553  -2.1126
O  -0.9538  -1.1917  -3.5046
O  -0.2740  -2.8704  -1.6830
O  0.9302  -0.7066  -1.8506
H  2.9540  -4.0972  -0.3595
H  2.9932  -3.4057  1.2892
H  4.4718  -3.9770  0.5214
H  2.8334  -1.5225  -0.2613
H  4.0889  -2.1668  -1.2818
H  5.6996  -1.0779  -0.0037
H  5.0788  -1.8584  1.4622
H  3.2142  -0.0884  1.3909
H  4.7811  0.3484  2.0057
H  5.1121  0.9763  -0.6567
H  4.7856  2.1210  0.6089
H  3.2338  2.7204  -0.9768
H  3.0184  1.1070  -1.6038
H  1.5932  0.5211  0.3165
H  1.8707  2.0780  1.0707
H  0.5688  1.8084  -1.6848
H  0.6273  3.2089  -0.6368
H  -1.2981  2.6303  0.3263
H  -0.5236  1.2543  1.0284
H  -2.6684  0.9259  0.0090
H  -1.5695  1.2765  -2.8003
H  -2.7552  2.3333  -1.9572
H  -2.1746  -2.5683  -0.0068
H  -2.7962  -1.1815  0.8892
H  -0.3343  -2.6510  1.3328
H  0.0734  -0.9698  0.9939
H  1.4923  -0.7874  2.6561
H  0.9773  -1.4227  4.2249
H  1.3719  0.3082  4.0604
H  -0.0668  -2.9901  -0.7479
H  1.0862  -0.0432  -2.5383
Cl  -5.2990  3.5929  -1.5986
C  -6.5566  2.3402  -1.4050
C  -6.6727  1.8766  0.0242
Cl  -5.2234  0.9716  0.5254
H  -6.3034  1.5154  -2.0662
H  -7.4980  2.7821  -1.7260
H  -7.5216  1.2024  0.1218
H  -6.7988  2.7106  0.7093

Summary:
E_HOMO (eV): -10.148
LUMO (eV): 0.5393
Charge: 0


# 5
Formula: C19H35Cl3F9NO20PS3
Source: OMol25
Level of theory: ωB97M-V/def2-TZVPD

CARTESIAN COORDINATES (ANGSTROEM)
N  0.5771  -0.7108  -3.3187
H  -0.4078  -0.9303  -3.4377
H  0.8332  -0.0634  -4.0578
H  1.2552  -1.4871  -3.2350
H  0.6418  -0.1911  -2.4213
C  2.9481  -3.4742  -3.4319
O  1.9065  -3.4358  -2.4143
O  2.3673  -2.8151  -4.4552
C  4.2762  -2.8719  -2.8861
F  4.8547  -3.6444  -1.9413
F  5.1912  -2.6619  -3.8326
F  4.0418  -1.6621  -2.2799
C  2.0253  -4.3560  -1.3327
C  0.5335  -4.3194  -0.8225
H  0.3498  -3.5249  -0.1007
H  -0.1150  -4.1910  -1.6869
H  0.1714  -5.2492  -0.3715
H  2.7258  -3.9822  -0.5787
H  2.3112  -5.4019  -1.4749
H  3.1079  -4.5332  -3.6872
P  -0.0968  0.3936  0.3047
F  0.5139  -1.1214  0.1228
F  1.2872  0.8156  1.0300
F  0.6325  0.7476  -1.1114
F  -0.6801  1.8901  0.4920
F  -1.3930  -0.1108  -0.4735
F  -0.6914  -0.1126  1.7167
C  1.0333  2.6776  2.8103
Cl  1.3459  4.2604  2.0203
Cl  -0.6177  2.6508  3.4375
Cl  2.1554  2.3170  4.0921
H  1.0967  1.9085  2.0476
C  3.3788  1.0622  -1.9042
C  2.7980  2.2939  -1.2313
C  3.2014  3.6475  -1.8896
O  2.0047  4.4218  -1.8442
C  0.9569  3.6417  -1.6407
O  -0.1828  3.9962  -1.6981
O  1.3779  2.3928  -1.3376
H  3.0685  0.9660  -2.9476
H  2.9942  0.1378  -1.4711
H  4.4670  1.0610  -1.8658
H  3.0553  2.3301  -0.1716
H  3.5502  3.5230  -2.9149
H  4.0292  4.0779  -1.3296
C  -3.0870  5.0992  -2.0945
C  -2.4698  4.0279  -2.9832
C  -2.1226  2.7006  -2.2745
O  -2.5383  1.7666  -3.2837
C  -3.3176  2.2899  -4.2317
O  -3.7966  1.6743  -5.1228
O  -3.4780  3.6297  -3.9459
H  -4.1263  4.8516  -1.8858
H  -3.0509  6.0484  -2.6297
H  -2.5138  5.2472  -1.1794
H  -1.6621  4.4183  -3.6013
H  -2.7311  2.5252  -1.3898
H  -1.0621  2.6216  -2.0547
C  3.4840  -0.9697  1.8641
C  2.3205  -1.3277  2.8125
O  2.9480  -2.1021  3.8505
S  4.3663  -1.4564  4.1979
O  5.2759  -2.4560  4.6758
O  4.2447  -0.2149  4.9124
O  4.6833  -1.0845  2.6465
H  3.2885  -0.0181  1.3802
H  3.5815  -1.7140  1.0735
H  1.5401  -1.9832  2.4427
H  1.9426  -0.4007  3.2441
C  -3.0530  -2.4385  0.8549
C  -2.5675  -2.3435  2.3344
O  -3.6413  -2.8888  3.1053
S  -4.3908  -4.0089  2.2686
O  -5.7507  -4.2767  2.6228
O  -3.4816  -5.1346  2.1619
O  -4.2681  -3.1363  0.9153
H  -2.2921  -2.9618  0.2753
H  -3.2402  -1.4804  0.3732
H  -2.1367  -1.4406  2.7501
H  -1.7744  -3.0870  2.4622
C  -3.2994  0.3894  2.5857
C  -4.6797  1.0612  2.4402
O  -5.2365  1.0859  3.7575
S  -4.0884  1.0975  4.9107
O  -4.5371  0.4336  6.0797
O  -3.5139  2.4128  4.9565
O  -3.1795  0.0805  3.9876
H  -2.4577  1.0412  2.3715
H  -3.2939  -0.5415  2.0260
H  -5.2870  0.5220  1.7224
H  -4.4299  2.0788  2.1394

Summary:
E_HOMO (eV): -5.798
LUMO (eV): 1.7495
Charge: -1


# 6
Formula: C19H35I2MgN2OSSb
Source: OMol25
Level of theory: ωB97M-V/def2-TZVPD

CARTESIAN COORDINATES (ANGSTROEM)
Mg  1.7011  -0.0672  -0.2166
C  5.1263  -2.1162  -2.9991
N  4.5072  -1.4044  -1.8864
C  4.6272  -0.0944  -1.6801
S  3.9829  0.6359  -0.2391
N  5.2828  0.6418  -2.5588
C  5.4892  2.0899  -2.4841
H  4.9497  -3.1791  -2.8693
H  6.2055  -1.9525  -3.0178
H  4.6881  -1.8104  -3.9503
H  4.1055  -1.9392  -1.1333
H  5.6787  0.1732  -3.3598
H  5.6176  2.3958  -1.4509
H  4.6454  2.6225  -2.9205
H  6.3912  2.3309  -3.0388
I  2.1089  3.6891  0.1948
I  1.7087  5.7255  1.8415
C  -3.7925  0.3545  -0.4440
C  -2.4500  -0.2141  -0.8927
Sb  -0.7967  1.1297  -0.6298
C  -0.9498  2.5129  -2.2587
C  -2.3663  2.7543  -2.7681
C  -1.3500  2.2371  1.1230
C  -2.1416  3.5083  0.8391
H  -4.5871  -0.3693  -0.6299
H  -4.0516  1.2678  -0.9794
H  -3.7959  0.5761  0.6246
H  -2.4636  -0.4897  -1.9488
H  -2.2065  -1.1142  -0.3271
H  -0.3129  2.1212  -3.0529
H  -0.4837  3.4333  -1.9052
H  -2.8551  1.8279  -3.0723
H  -2.3358  3.4071  -3.6410
H  -2.9908  3.2400  -2.0188
H  -0.4232  2.4685  1.6492
H  -1.9152  1.5425  1.7470
H  -1.5886  4.1914  0.1921
H  -2.3437  4.0369  1.7715
H  -3.1007  3.2933  0.3680
C  -3.5681  -1.3684  4.0438
C  -2.4647  -1.7278  3.1003
C  -2.5944  -2.7912  2.2120
C  -1.5707  -3.1567  1.3566
C  -1.7786  -4.3309  0.4357
C  -0.3761  -2.3881  1.3576
C  0.6181  -2.7406  0.3920
O  1.5560  -2.0116  0.0027
C  -0.2116  -1.3201  2.2864
C  1.0779  -0.5551  2.4834
C  -1.2571  -1.0219  3.1329
H  -4.5025  -1.8564  3.7761
H  -3.7267  -0.2897  4.0693
H  -3.3026  -1.6781  5.0572
H  -3.5172  -3.3583  2.1998
H  -2.7602  -4.7657  0.6061
H  -1.0411  -5.1160  0.6116
H  -1.7245  -4.0462  -0.6163
H  0.5524  -3.7331  -0.0589
H  1.9714  -1.1409  2.2741
H  1.1500  -0.2172  3.5163
H  1.0896  0.3924  1.9148
H  -1.1337  -0.2347  3.8690

Summary:
E_HOMO (eV): -13.934
LUMO (eV): -6.4183
Energy above the lowest of the compared OMol25 structures with the same formula, charge and spin (kcal per mole): 8.06
Charge: +2


> Which formula does entry 4 have?

C19H35Cl2O7P